A structure of composition C37H47Cl2CuGe3NO2. Source: OMol25; level of theory: ωB97M-V/def2-TZVPD.

Element x y z (Å)
1 Ge 6.92 8.83 7.53
2 Ge 12.88 12.18 10.93
3 Ge 13.00 13.15 7.98
4 Cu 11.19 12.64 9.50
5 Cl 7.23 15.33 7.50
6 Cl 9.13 14.48 5.23
7 O 10.05 13.96 8.29
8 O 8.90 12.10 7.85
9 N 9.06 10.21 11.01
10 C 9.40 10.88 12.15
11 C 8.91 15.15 11.96
12 C 17.27 12.30 8.65
13 C 9.66 14.54 11.00
14 C 9.13 13.29 7.74
15 C 8.81 13.09 13.16
16 C 9.89 13.14 11.01
17 C 9.11 8.10 12.26
18 C 12.24 15.98 7.09
19 C 9.42 8.85 13.46
20 C 14.80 12.52 8.73
21 C 13.30 15.16 7.86
22 C 7.25 7.25 6.44
23 C 6.67 10.30 6.24
24 C 17.45 13.49 6.17
25 C 13.07 13.08 12.66
26 C 14.66 12.22 10.08
27 C 12.57 12.18 6.27
28 C 12.84 9.38 10.05
29 C 8.18 13.99 6.73
30 C 8.99 6.80 9.78
31 C 8.86 8.16 9.76
32 C 8.93 8.82 11.06
33 C 18.61 13.09 6.83
34 C 9.17 6.07 10.94
35 C 12.73 10.23 11.28
36 C 8.51 14.46 13.10
37 C 5.50 8.23 8.76
38 C 9.36 12.41 12.03
39 C 12.28 10.67 6.53
40 C 9.63 10.22 13.36
41 C 13.17 14.61 12.69
42 C 9.22 6.68 12.15
43 C 18.50 12.38 8.03
44 C 8.63 9.08 8.58
45 C 16.05 12.61 7.98
46 C 16.20 13.22 6.63
47 H 13.61 10.13 11.91
48 H 12.25 10.13 5.57
49 H 13.30 15.52 8.95
50 H 6.36 11.25 6.75
51 H 9.50 5.04 10.86
52 H 11.24 10.65 6.94
53 H 12.99 10.13 7.13
54 H 11.99 15.49 6.16
55 H 7.61 10.54 5.65
56 H 14.14 15.03 12.48
57 H 10.11 15.16 10.21
58 H 6.39 6.54 6.60
59 H 17.61 13.96 5.20
60 H 7.21 7.47 5.38
61 H 12.43 15.19 12.05
62 H 13.87 12.56 13.25
63 H 13.26 9.89 9.20
64 H 8.58 10.14 8.79
65 H 5.87 8.20 9.75
66 H 19.57 13.29 6.44
67 H 8.21 6.79 6.75
68 H 11.84 9.03 9.82
69 H 15.55 12.03 10.71
70 H 5.14 7.26 8.43
71 H 15.35 13.52 6.07
72 H 14.26 15.30 7.37
73 H 6.00 9.87 5.46
74 H 8.87 6.19 8.87
75 H 9.34 8.91 7.78
76 H 13.48 12.18 5.74
77 H 4.70 9.01 8.69
78 H 7.85 14.96 13.80
79 H 9.58 8.32 14.43
80 H 7.39 13.29 6.37
81 H 13.45 8.46 10.26
82 H 9.93 10.76 14.24
83 H 19.32 11.95 8.55
84 H 12.77 14.90 13.65
85 H 17.16 11.84 9.67
86 H 8.55 16.13 11.73
87 H 11.80 10.08 11.86
88 H 11.71 12.70 5.82
89 H 9.49 6.17 13.10
90 H 11.31 16.05 7.62
91 H 12.66 16.93 6.85
92 H 12.08 12.81 13.14
93 H 8.45 12.55 14.04

For the LUMO energy (alpha / beta), the calculation gives 4.13 / 4.13 eV. Its expectation value of S² is 0.7702. Its net charge is -2. The total energy is -10434.85314 Eh. For the energy relative to the best compared isomer or geometry (same formula, charge and spin), the calculation gives 0.000 eV. The multiplicity is 2. The calculation puts the gap between HOMO and LUMO (alpha / beta) at 2.80 / 5.92 eV.

Here are the Löwdin charges for atoms 1 to 4, given in e: atom 1 (Ge): 0.840, atom 2 (Ge): 0.833, atom 3 (Ge): 0.945, atom 4 (Cu): 0.231